No. 1
This record from the Open Molecules 2025 dataset describes C4H11NO2 as an isolated structure in a non-equilibrium geometry. The level of theory is the ωB97M-V functional and the def2-TZVPD basis.

The expectation value of S² is 0.756. The spin multiplicity is 2. As for the charge: +1.

Structure (XYZ):
```
18
Properties=species:S:1:pos:R:3:forces:R:3:lowdin_charge:R:1
O 0.76037 -2.52791 -0.42046 -0.078 -0.235 0.796 0.292
C 1.18660 -2.38832 0.75819 2.707 2.768 1.538 -0.200
O 1.85328 -1.34431 1.21371 -2.862 -3.102 -2.025 0.074
H 1.08166 -3.22550 1.46372 -0.331 -0.357 -0.234 0.201
C -0.02728 0.44974 -0.90639 -0.987 -0.729 -0.483 -0.217
C -0.58727 1.05881 0.36809 -0.385 0.614 -0.030 -0.237
C -2.13310 1.26363 0.36195 0.262 -0.172 0.442 -0.085
N 1.42077 0.14923 -0.83111 -0.108 -0.114 1.453 0.087
H -0.50243 -0.54204 -0.96017 -0.040 0.308 -0.382 0.113
H -0.25369 0.96574 -1.85590 0.041 0.081 0.609 0.142
H -0.06092 1.98823 0.66689 -0.321 -0.349 -0.363 0.125
H -0.40214 0.34297 1.16639 0.203 -0.029 0.224 0.095
H -2.55450 1.85657 -0.45920 0.409 -0.136 0.102 0.081
H -2.68672 0.30611 0.42210 0.426 0.372 -0.236 0.083
H -2.35451 1.78244 1.29976 -0.166 0.020 -0.217 0.078
H 1.99300 0.97685 -1.02916 0.022 -0.329 0.631 0.161
H 1.59849 -0.57815 0.24774 0.965 1.829 -0.551 0.098
H 1.66839 -0.53408 -1.50616 0.241 -0.440 -1.274 0.108
```
Forces are in eV/Å.

No. 2
This record from the Open Molecules 2025 dataset describes an isolated ion of composition C4H11NO2P and charge -1 in a non-equilibrium geometry. The level of theory is the ωB97M-V functional and the def2-TZVPD basis.

As for the charge: -1.

Structure (XYZ):
```
19
Properties=species:S:1:pos:R:3:forces:R:3:lowdin_charge:R:1
C -1.01894 -1.69516 2.27000 0.092 -2.484 0.714 -0.335
N -0.94171 -1.33749 0.86293 3.489 -1.985 -1.489 -0.219
P 1.07455 -0.65177 0.33536 -3.931 -1.082 1.091 0.439
O 1.46724 0.07599 1.55467 0.586 0.852 0.383 -0.382
O 1.85656 -1.82524 -0.15606 -0.441 0.513 -0.489 -0.391
C 0.32371 0.44800 -1.01111 -2.061 -0.019 2.594 -0.506
C 1.37143 0.69800 -2.01829 2.153 0.030 2.577 -0.142
C -0.46839 1.64907 -0.34338 1.988 2.299 -0.819 -0.128
H -0.79129 -0.83496 2.91751 -0.791 -0.266 -0.019 0.044
H -1.99280 -2.31919 2.41556 0.864 1.775 0.368 0.061
H -0.29970 -2.53407 2.64267 -0.345 1.351 -0.720 0.063
H -0.70252 -2.31125 0.44932 -0.888 1.933 0.187 0.036
H -0.43019 -0.20340 -1.40328 -0.582 -0.437 -0.288 0.069
H 1.09526 0.10766 -2.88394 1.102 0.344 -0.443 0.076
H 1.52836 1.75617 -2.05103 -0.109 0.752 -1.250 0.052
H 2.27103 0.40689 -1.32956 -0.426 -0.020 -2.783 0.087
H -1.34843 1.30989 0.15338 -0.525 -0.371 0.357 0.026
H -0.75695 2.59056 -1.01116 0.452 -2.256 0.541 0.086
H 0.19105 2.18289 0.40936 -0.630 -0.930 -0.511 0.066
```
Forces are in eV/Å.

No. 3
This record from the Open Molecules 2025 dataset describes a 2-piece molecular cluster, C4H11NO2S overall in a non-equilibrium geometry. The level of theory is the ωB97M-V functional and the def2-TZVPD basis.

Structure (XYZ):
```
19
Properties=species:S:1:pos:R:3:forces:R:3:lowdin_charge:R:1
N -1.27294 1.72652 -0.39373 1.117 -0.619 -0.405 0.148
C -0.74292 0.47668 -0.79253 -0.540 2.597 -1.281 -0.543
O 0.18109 0.58093 -1.55615 1.008 -1.333 -0.867 0.041
C -1.29382 -0.83781 -0.31828 -0.042 1.780 2.019 -0.094
C -0.48877 -0.99414 1.04453 0.068 2.124 0.507 -0.274
C 1.06765 -1.10779 1.02530 -0.960 0.238 2.391 -0.581
S 1.48816 -2.82803 0.71889 0.659 -0.607 -0.344 0.699
H -0.68791 2.59360 -0.48533 -0.896 -1.718 -0.011 0.124
H -1.96994 1.72355 0.28662 -1.163 0.309 1.231 0.056
H -2.34651 -0.70114 0.02116 0.571 -0.313 -0.506 0.121
H -1.20785 -1.65318 -1.04584 0.281 0.390 0.295 0.119
H -0.74924 -0.09179 1.82470 0.180 -2.231 -2.081 0.157
H -0.83236 -1.93621 1.39345 -0.319 -0.562 1.113 0.056
H 1.67246 -0.34667 0.54729 -0.305 -0.088 -0.887 0.061
H 1.34702 -0.91811 2.13839 -0.303 -0.788 -1.678 0.098
H 0.79041 -3.13160 -0.41258 0.226 0.603 0.388 -0.133
O 1.98340 2.51808 -1.46010 5.275 2.071 0.716 0.006
H 1.31056 2.21456 -1.95073 -4.024 -2.017 -2.171 -0.062
H 1.75152 2.71254 -0.58509 -0.833 0.163 1.571 0.001
```
Forces are in eV/Å.

No. 4
This record from the Open Molecules 2025 dataset describes a 2-piece molecular cluster, C4H11NO2S overall in a non-equilibrium geometry. The level of theory is the ωB97M-V functional and the def2-TZVPD basis.

The expectation value of S² is 0.754. The spin multiplicity is 2. As for the charge: +1.

Structure (XYZ):
```
19
Properties=species:S:1:pos:R:3:forces:R:3:lowdin_charge:R:1
C -0.35327 2.18655 1.15936 -0.597 -0.516 -0.950 -0.086
N 0.02704 1.53264 -0.09612 -0.220 1.284 -0.730 -0.125
C 0.20823 0.11840 -0.30407 -0.716 1.744 0.100 -0.333
C -1.03258 -0.76545 0.05714 -0.439 -0.527 -0.763 -0.363
S -2.55527 0.19993 -0.24824 0.866 -0.682 0.679 1.175
C 0.35903 -0.04671 -1.81785 -0.248 -1.478 -0.443 -0.174
O -0.47160 0.36313 -2.58302 -0.345 0.721 0.333 0.077
H 0.51295 2.72209 1.52750 -0.173 -0.432 1.115 0.094
H -1.17660 2.89677 1.04756 0.381 0.521 -0.849 0.088
H -0.95537 1.47196 1.69525 0.846 -0.544 1.658 0.058
H -0.40932 2.05767 -0.85441 0.566 -0.836 -0.203 0.115
H 0.98514 -0.33118 0.31324 0.484 0.260 -0.277 0.150
H -1.00485 -1.59027 -0.65154 -0.417 -0.280 0.000 0.097
H -0.92033 -1.20706 1.04562 -0.663 0.500 0.270 0.108
H -2.54620 0.08231 -1.58378 0.062 -0.071 -0.320 -0.044
H 1.06703 -0.77528 -2.24525 0.634 0.271 0.429 0.154
H 2.71962 -2.92480 0.34339 0.858 0.248 0.337 0.021
H 3.06787 -2.83897 1.95388 -0.034 -0.031 -1.246 0.056
O 2.47848 -3.15172 1.24132 -0.844 -0.153 0.862 -0.070
```
Forces are in eV/Å.

No. 5
This record from the Open Molecules 2025 dataset describes C4H11NO3 as an isolated structure. The level of theory is the ωB97M-V functional and the def2-TZVPD basis.

As for the charge: -2.

Structure (XYZ):
```
19
Properties=species:S:1:pos:R:3:forces:R:3:lowdin_charge:R:1
C 0.13517 -1.12343 -0.52607 0.278 0.023 -0.396 -0.341
O 0.66495 -1.15114 -1.81772 -0.290 -0.160 0.171 -0.304
C -0.25471 0.30826 -0.03312 0.618 0.458 0.125 -0.404
C -0.02411 0.47230 1.47228 -0.751 0.365 0.347 -0.213
C -0.22616 1.91352 2.06088 0.026 -0.076 -0.230 -0.580
O -0.53228 1.94461 3.37699 0.210 0.020 -0.046 -0.422
N 0.48514 1.32262 -0.83537 -0.180 -0.230 0.319 0.017
H 0.88661 -1.48387 0.19881 0.050 -0.111 0.109 0.084
H -0.72634 -1.81758 -0.43913 -0.037 0.217 0.104 0.096
H -1.31733 0.53036 -0.16612 -0.197 -0.272 -0.281 0.107
H 0.93876 0.08752 1.83190 0.054 -0.069 -0.257 0.091
H -0.81375 -0.09584 1.98230 0.173 -0.215 0.041 0.093
H 0.72259 2.47088 1.78186 -0.113 0.042 0.148 0.063
H -1.00221 2.39993 1.40680 0.011 -0.058 0.005 0.073
H 1.19779 1.74294 -0.25044 0.062 -0.060 -0.036 0.029
H 0.92647 0.77310 -1.57002 0.139 0.017 -0.134 0.022
H -1.13549 -2.97075 -3.02746 0.138 0.093 0.051 -0.061
H 0.25988 -2.20315 -2.44270 -0.272 0.120 -0.002 -0.037
O -0.18495 -3.12028 -3.00367 0.080 -0.103 -0.037 -0.310
```
Forces are in eV/Å.

No. 6
This record from the Open Molecules 2025 dataset describes a 2-piece molecular cluster, C4H11NO3 overall in a non-equilibrium geometry. The level of theory is the ωB97M-V functional and the def2-TZVPD basis.

As for the charge: -2.

Structure (XYZ):
```
19
Properties=species:S:1:pos:R:3:forces:R:3:lowdin_charge:R:1
C -0.84273 0.26724 -0.01022 -0.702 -0.814 -0.623 -0.344
O -1.97154 0.00652 -0.81810 0.470 0.113 -0.148 -0.353
C 0.43776 -0.43801 -0.53432 -0.133 -0.089 0.617 -0.408
C 1.60536 -0.56786 0.47439 0.024 0.750 0.070 -0.183
C 1.74330 0.35758 1.74202 0.124 -0.125 -0.275 -0.564
O 2.83222 0.03550 2.48921 -0.160 -0.149 0.089 -0.437
N 0.05692 -1.77444 -1.04768 0.066 0.278 -0.410 -0.007
H -0.99982 -0.15075 1.00113 -0.110 0.331 0.084 0.088
H -0.70636 1.34790 0.01958 0.409 0.290 0.461 0.097
H 0.79601 0.11340 -1.38672 0.103 0.429 -0.578 0.105
H 2.55800 -0.49550 -0.07403 -0.118 -0.243 0.208 0.087
H 1.55044 -1.53402 0.95665 0.122 -0.655 -0.059 0.075
H 1.78702 1.42642 1.42964 -0.283 0.126 -0.278 0.069
H 0.75119 0.23339 2.25659 0.240 0.186 0.152 0.067
H -0.07501 -2.36100 -0.23905 -0.040 -0.268 0.357 0.030
H -0.88989 -1.60678 -1.40913 0.068 -0.054 0.039 0.031
H -3.51525 1.98640 -1.30246 0.047 0.283 -0.214 -0.044
H -2.30958 1.10295 -1.58875 -0.145 0.279 0.241 -0.014
O -2.80805 2.05106 -1.95875 0.018 -0.667 0.267 -0.293
```
Forces are in eV/Å.

Asked for calculated total energy across the records above, the calculation gives -363.8833 -705.6385 -762.3958 -762.0275 -439.3870 -439.3790 a.u. in order.
Asked for relative energy (zero: lowest compared OMol25 entry of this formula, charge and spin) across the records above, the calculation gives 28.32 34.19 33.59 61.52 6.22 11.24 kcal/mol in order.